# 1
# C22H35BrNiO2P2

C22H35BrNiO2P2 as an isolated structure (ωB97M-V/def2-TZVPD, the Open Molecules 2025 dataset).

Last column: Löwdin spin population.
Cartesian coordinates (Å):
P -1.191 2.024 -1.853  0.094
P -2.662 -1.050 0.223  0.006
C -2.328 0.630 -2.115  0.039
C -3.234 0.204 -0.959  0.006
H -1.733 -0.196 -2.537  0.001
H -2.946 1.051 -2.918  0.009
H -3.570 1.077 -0.379  0.002
H -4.139 -0.233 -1.404  0.001
C -3.547 -2.543 -0.428  0.006
H -3.216 -3.429 0.134  0.004
H -3.347 -2.700 -1.500  0.000
H -4.627 -2.407 -0.281  0.000
C -3.491 -0.845 1.807  0.004
H -4.476 -1.328 1.769  0.000
H -3.610 0.222 2.019  0.000
H -2.889 -1.307 2.596  0.001
C -0.492 2.009 -3.463  0.017
H 0.423 2.592 -3.609  0.000
H -1.316 2.462 -4.024  0.005
H -0.326 0.986 -3.824  0.000
C -2.397 3.379 -1.614  0.012
H -2.857 3.168 -0.648  0.002
H -2.985 3.307 -2.535  -0.001
H -1.829 4.305 -1.492  0.007
Ni -1.134 2.894 -0.081  0.507
C -0.990 -2.161 0.695  0.105
C -0.461 -3.179 -0.108  0.562
C -0.534 -3.297 -1.549  0.092
C 0.794 -2.741 -2.160  0.054
C 0.681 -1.268 -2.366  0.003
C 1.069 -0.436 -1.411  0.011
C 0.248 -0.157 -0.187  0.014
C 0.172 -1.121 0.956  0.065
C 0.690 3.355 -0.409  0.213
H -1.274 -2.587 1.661  0.022
H 0.284 -3.783 0.415  0.023
H -1.380 -2.738 -1.983  0.000
H -0.664 -4.356 -1.848  0.024
H 1.599 -2.959 -1.447  0.001
H 0.985 -3.299 -3.078  0.005
H 0.586 -0.996 -3.426  0.001
H 1.730 0.403 -1.663  0.002
H -0.798 0.079 -0.458  0.005
H 0.632 0.785 0.204  0.001
H 1.144 -1.629 1.064  0.002
H -0.050 -0.541 1.877  0.006
H 0.657 3.948 0.521  0.040
H 0.955 3.948 -1.307  0.015
H 1.349 2.492 -0.311  0.008
Br 1.269 0.379 4.345  0.001
C 3.089 0.393 3.864  0.000
C 4.086 -0.138 4.709  0.000
C 5.420 -0.179 4.251  0.000
C 5.783 0.323 2.981  0.000
C 4.807 0.913 2.186  0.000
C 3.479 0.941 2.622  0.000
C 2.478 1.509 1.611  0.001
O 2.742 1.155 0.422  0.000
O 1.600 2.236 2.116  0.002
H 3.801 -0.499 5.700  0.000
H 6.185 -0.619 4.887  0.000
H 6.796 0.256 2.566  0.000
H 4.958 1.295 1.172  0.000

Properties
Total energy in eV: -157128.160
2S+1: 3
Molar mass in Da: 532.1
Expectation value of S²: 2.0147
Energy relative to the best compared isomer or geometry (same formula, charge and spin) in kcal per mole: 207.0

# 2
# C5H14

A 2-piece molecular cluster, C5H14 overall (ωB97M-V/def2-TZVPD, the Open Molecules 2025 dataset).

Last column: Mulliken charge in e.
Cartesian coordinates (Å):
C -1.901 -0.775 -2.102  -1.460
C -0.894 -0.332 -1.023  0.109
C 0.239 -1.335 -0.855  -1.113
H -2.368 -1.725 -1.839  0.356
H -2.643 -0.005 -2.316  0.364
H -1.339 -0.966 -3.026  0.369
H -0.506 0.625 -1.360  0.236
H -1.483 -0.187 -0.116  0.207
H 1.202 -0.858 -1.025  0.226
H 0.235 -1.795 0.137  0.254
H 0.197 -2.174 -1.557  0.441
C 0.467 1.456 1.968  -0.742
C 1.889 0.916 1.855  -0.575
H 0.348 2.265 1.245  0.260
H -0.340 0.748 1.802  0.156
H 0.207 1.927 2.927  0.320
H 1.873 0.288 0.953  0.019
H 2.649 1.663 1.654  0.312
H 2.168 0.262 2.678  0.261

Properties
Total energy in eV: -5411.757
Molar mass in Da: 74.2
Energy relative to the best compared isomer or geometry (same formula, charge and spin) in kcal per mole: 6.7
SMILES: CCC.CC

# 3
# C24H42F4N4OSSi2Yb

C24H42F4N4OSSi2Yb as an isolated structure (ωB97M-V/def2-TZVPD, the Open Molecules 2025 dataset).

Last column: Löwdin spin population.
Cartesian coordinates (Å):
Yb -0.411 0.273 0.774  0.949
C -2.631 2.673 1.431  0.000
N -1.574 2.092 2.302  -0.001
C -2.090 1.561 3.579  0.000
C -0.407 3.048 2.433  0.000
C 0.883 2.430 3.024  0.000
N 1.107 1.183 2.300  0.000
C 2.234 0.528 2.481  0.000
C 2.572 -0.531 1.572  0.001
F 1.680 -0.829 0.503  0.000
C 3.724 -1.315 1.743  0.000
F 3.971 -2.348 0.866  0.000
C 4.713 -0.970 2.673  0.001
C 4.504 0.115 3.494  0.000
F 5.474 0.572 4.307  0.000
C 3.279 0.734 3.524  0.001
F 3.070 1.631 4.505  0.000
H -3.039 3.528 1.986  0.000
H -3.420 1.905 1.185  0.000
H -2.148 3.073 0.491  0.000
H -2.272 2.412 4.322  0.000
H -1.370 0.912 4.149  0.000
H -3.061 1.050 3.345  0.000
H -0.650 3.975 3.010  0.000
H -0.136 3.306 1.366  0.000
H 0.794 2.292 4.148  0.000
H 1.602 3.169 2.730  0.000
H 5.572 -1.644 2.674  0.000
C 1.511 -3.644 -1.364  0.000
Si 1.084 -2.172 -2.457  0.005
C 2.720 -1.294 -2.610  0.000
C 0.467 -2.988 -4.142  0.003
C -0.402 -1.186 -1.756  0.038
Si -2.180 -1.769 -1.603  0.005
C -2.107 -3.538 -0.974  0.000
C -3.389 -1.892 -3.124  0.002
C -3.139 -0.658 -0.455  0.000
H 1.732 -3.353 -0.304  0.000
H 2.384 -4.189 -1.693  0.000
H 0.842 -4.485 -1.202  0.000
H 2.625 -0.371 -3.126  0.000
H 3.274 -1.938 -3.244  0.000
H 3.270 -1.238 -1.659  0.000
H 1.145 -3.819 -4.365  0.000
H 0.427 -2.218 -4.875  0.000
H -0.554 -3.429 -4.105  0.000
H -0.505 -0.168 -2.173  0.002
H -1.347 -4.124 -1.609  0.000
H -3.087 -4.012 -0.944  0.000
H -1.771 -3.599 0.096  0.000
H -4.101 -1.107 -3.200  0.000
H -3.845 -2.856 -2.900  0.000
H -2.732 -2.112 -3.971  0.000
H -4.049 -1.220 -0.352  0.000
H -3.333 0.327 -0.945  0.000
H -2.727 -0.532 0.616  0.000
S -2.159 -3.175 4.071  0.000
C -0.487 -3.303 3.674  0.000
C -0.065 -2.395 2.730  0.000
N -1.117 -1.754 2.135  -0.001
C -2.321 -2.218 2.642  0.000
H 0.175 -3.780 4.362  0.000
H 0.934 -2.223 2.370  0.000
H -3.253 -2.006 2.122  0.000
C 0.582 4.060 -3.694  0.000
N -0.061 3.201 -2.684  0.000
C -1.321 2.564 -3.117  0.000
C 0.442 2.876 -1.479  0.000
C 1.594 3.581 -0.874  0.000
O -0.166 2.027 -0.760  -0.001
H -0.153 4.164 -4.514  0.000
H 1.454 3.532 -4.161  0.000
H 0.955 5.035 -3.329  0.000
H -1.936 2.190 -2.311  0.000
H -1.023 1.756 -3.775  0.000
H -1.949 3.255 -3.675  0.000
H 1.354 4.659 -0.685  0.000
H 2.398 3.625 -1.569  0.000
H 1.940 3.084 0.040  0.000

Properties
Charge: +1
Total energy in eV: -102562.084
2S+1: 2
Molar mass in Da: 739.9
Expectation value of S²: 0.7515

# 4
# C4H8IrO

C4H8IrO as an isolated structure (ωB97M-V/def2-TZVPD, the Open Molecules 2025 dataset).

Last column: Löwdin spin population.
Cartesian coordinates (Å):
H 1.975 -0.438 0.058  0.001
C 2.137 0.175 1.105  0.007
C 1.573 1.545 1.686  0.006
C 1.530 1.649 0.267  0.021
C 2.400 2.365 -0.714  0.131
O 2.765 1.498 -1.731  0.779
Ir 3.280 1.593 -3.315  2.997
H 2.122 -0.584 1.889  0.000
H 3.055 0.545 0.639  0.001
H 2.349 2.124 2.189  0.000
H 0.636 1.407 2.221  0.001
H 0.654 1.181 -0.195  0.001
H 3.274 2.770 -0.173  0.028
H 1.750 3.207 -1.031  0.025

Properties
Charge: +3
Total energy in eV: -9117.330
2S+1: 5
Molar mass in Da: 264.3
Expectation value of S²: 6.0075
Energy relative to the best compared isomer or geometry (same formula, charge and spin) in kcal per mole: 0.0